Record 1
Here is a single C21H23N3O4S molecule from OMol25. Energies are from the ωB97M-V functional and the def2-TZVPD basis.

Atoms and positions in Å:
S  5.89  -3.05  0.54
O  3.43  0.47  -1.12
O  2.70  2.25  1.44
O  -3.00  1.40  -0.23
O  -6.65  -2.73  0.25
N  1.25  0.41  -1.28
N  1.65  -0.78  -0.79
N  0.61  2.64  0.72
C  0.07  1.81  1.78
C  -4.51  -0.10  -1.20
C  1.95  2.73  0.61
C  -7.31  -3.23  -0.89
C  3.35  -3.04  0.22
C  -4.19  -0.23  1.17
C  3.82  -1.76  -0.20
C  2.31  1.13  -1.46
C  4.36  -3.83  0.64
C  2.35  2.55  -1.88
C  -1.11  0.99  1.26
C  -0.35  3.10  -0.26
C  -5.75  -1.72  0.07
C  2.95  -0.73  -0.69
C  5.17  -1.63  -0.08
C  -2.27  1.92  0.86
C  -3.87  0.36  -0.05
C  2.52  3.43  -0.63
C  -1.72  3.27  0.40
C  -5.11  -1.26  1.22
C  -5.43  -1.12  -1.15
H  -7.91  -2.46  -1.38
H  4.31  -4.84  1.01
H  -1.42  0.28  2.03
H  2.07  4.41  -0.78
H  2.31  -3.31  0.19
H  -1.63  3.95  1.25
H  -5.36  -1.72  2.16
H  3.59  3.56  -0.42
H  -0.24  2.43  2.63
H  -0.45  2.38  -1.07
H  -4.26  0.37  -2.14
H  0.87  1.15  2.12
H  -0.79  0.43  0.38
H  5.78  -0.78  -0.32
H  3.19  2.71  -2.56
H  1.42  2.77  -2.40
H  -3.72  0.09  2.09
H  -0.03  4.06  -0.67
H  -2.95  2.08  1.71
H  -6.60  -3.66  -1.61
H  -5.90  -1.45  -2.06
H  -2.42  3.71  -0.31
H  -7.96  -4.02  -0.52

Values from the calculation:
SMILES string ... COc1ccc(OC2CCN(C(=O)CCc3nnc(-c4ccsc4)o3)CC2)cc1
LUMO level ... 0.6 eV
E_HOMO ... -7.785 eV
Calculated total energy ... -1677.4289 hartree
F_max ... 1.54 eV Å⁻¹
Frontier orbital gap ... 0.310 Eh

---

Record 2
Here is 2 unconnected molecules or ions with the total composition C4H10NO from OMol25. Energies are from the ωB97M-V functional and the def2-TZVPD basis.

Atoms and positions in Å:
O  -1.67  0.81  -0.43
N  -1.57  2.93  -1.00
C  0.37  -1.45  0.97
C  -1.06  1.72  -0.97
C  -0.29  -1.43  -0.27
C  1.75  -1.07  1.18
H  -1.16  -2.08  -0.23
H  2.28  -1.80  1.71
H  0.05  1.84  -1.33
H  2.30  -0.83  0.29
H  -1.08  3.80  -1.43
H  1.89  -0.12  1.69
H  0.05  -1.40  -1.27
H  -0.23  -1.69  1.81
H  -0.93  -0.29  -0.28
H  -2.52  3.01  -0.73

Values from the calculation:
LUMO level ... -4.7 eV
E_HOMO ... -14.821 eV
Net charge ... +1
Calculated total energy ... -288.0817 hartree
F_max ... 3.91 eV Å⁻¹
Frontier orbital gap ... 0.372 Eh

---

Record 3
Here is 15 unconnected molecules or ions with the total composition C22H68N2O16 from OMol25. Energies are from the ωB97M-V functional and the def2-TZVPD basis.

Atoms and positions in Å:
O  -2.64  3.44  7.26
O  -6.22  -1.61  4.69
O  0.84  -3.59  -0.06
O  2.70  0.39  -9.62
O  -4.26  -0.29  -1.39
O  5.65  1.33  -2.84
O  -6.67  4.90  7.71
O  -4.97  1.99  -4.02
O  0.17  -2.29  5.22
O  -3.55  -0.82  6.63
O  0.21  0.08  -4.54
O  -1.50  -0.65  2.45
O  4.17  -2.90  -0.14
O  5.47  -1.56  -4.50
O  8.25  3.65  -5.36
O  -3.11  -0.34  10.06
N  2.20  -3.09  -7.40
N  0.76  -3.17  -4.19
C  6.22  2.49  -3.43
C  1.76  -2.09  -7.16
C  -2.80  4.85  7.33
C  0.35  -2.29  -4.76
C  5.17  -3.46  0.69
C  1.31  -0.75  -6.60
C  -2.89  -0.83  2.69
C  8.06  5.06  -5.29
C  3.31  -0.37  -4.97
C  1.52  -2.56  4.84
C  -2.77  0.33  6.98
C  0.21  -0.96  -5.49
C  2.48  0.17  -6.19
C  4.54  -1.17  -5.49
C  -0.25  -2.73  -0.39
C  -7.32  -0.84  5.13
C  -2.11  -0.92  10.90
C  -6.30  3.52  7.71
C  4.85  -1.86  -3.24
C  2.99  -0.57  -10.63
C  -3.43  -1.18  -2.14
C  -6.36  1.81  -3.79
H  5.28  -4.52  0.48
H  -3.98  -0.34  -0.47
H  3.90  -2.42  -3.31
H  7.27  2.58  -3.14
H  -2.38  -0.87  -2.05
H  4.22  -2.00  -6.15
H  -6.67  0.84  -4.17
H  -0.47  -2.10  0.46
H  -3.09  -0.77  3.76
H  -5.42  -1.20  5.03
H  -2.37  -0.78  11.95
H  -3.94  -0.79  10.26
H  1.71  -2.08  3.88
H  6.15  0.57  -3.16
H  -1.93  0.41  6.30
H  8.92  5.53  -4.80
H  -6.91  2.98  6.99
H  4.76  -0.90  -2.69
H  -7.36  -0.82  6.22
H  6.15  2.44  -4.51
H  0.03  -2.11  -1.25
H  -6.43  3.10  8.71
H  -6.57  1.88  -2.72
H  0.02  -2.71  6.07
H  -7.24  0.18  4.75
H  6.11  -2.95  0.49
H  -3.70  5.07  7.90
H  7.93  5.47  -6.29
H  5.09  -0.47  -6.17
H  -3.54  -2.20  -1.77
H  7.17  5.26  -4.70
H  -5.25  3.44  7.42
H  -0.79  -0.96  -5.98
H  2.21  -2.15  5.58
H  5.68  3.36  -3.07
H  -1.03  -1.35  2.91
H  -4.29  -0.86  7.25
H  -3.20  -1.80  2.30
H  3.34  -3.36  0.05
H  -1.13  -3.33  -0.64
H  -6.90  2.59  -4.31
H  -2.41  0.23  8.00
H  -2.02  -1.99  10.68
H  -0.13  0.86  -5.00
H  3.50  -1.41  -10.17
H  9.04  3.49  -5.88
H  1.67  -3.63  4.75
H  3.62  -0.13  -11.40
H  3.14  0.39  -7.05
H  3.64  0.47  -4.33
H  2.05  1.15  -5.90
H  -1.94  5.30  7.83
H  2.24  1.13  -10.04
H  2.06  -0.93  -11.08
H  -1.16  -0.43  10.69
H  2.61  -0.96  -4.37
H  1.02  -4.14  -0.83
H  -3.39  1.23  6.90
H  -8.24  -1.29  4.75
H  -4.51  1.29  -3.54
H  5.55  -2.48  -2.65
H  -3.44  -0.04  2.18
H  -2.90  5.26  6.32
H  -1.84  3.26  6.76
H  -7.59  4.95  7.96
H  4.91  -3.32  1.74
H  -3.73  -1.14  -3.18
H  0.79  -0.26  -7.45

Values from the calculation:
LUMO level ... 0.2 eV
E_HOMO ... -9.095 eV
Calculated total energy ... -2192.0278 hartree
F_max ... 4.62 eV Å⁻¹
Frontier orbital gap ... 0.342 Eh

---

Record 4
Here is 2 unconnected molecules or ions with the total composition C3H8OS3 from OMol25. Energies are from the ωB97M-V functional and the def2-TZVPD basis.

Atoms and positions in Å:
S  -0.69  -0.17  -1.68
S  0.39  -0.07  1.13
S  -1.43  -2.36  0.32
O  0.10  4.80  1.31
C  -0.90  -2.00  -1.38
C  0.74  0.10  -0.61
C  0.07  -1.80  1.25
H  0.96  -2.42  1.05
H  0.05  -2.53  -1.57
H  -1.64  -2.33  -2.14
H  0.65  5.00  0.52
H  -0.28  -2.01  2.28
H  1.52  -0.66  -0.82
H  1.17  1.09  -0.84
H  -0.71  5.36  1.20

Values from the calculation:
SMILES string ... C1SCSCS1.O
LUMO level ... 0.6 eV
E_HOMO ... -8.548 eV
Calculated total energy ... -1388.8858 hartree
F_max ... 1.33 eV Å⁻¹
Frontier orbital gap ... 0.334 Eh

---

Record 5
Here is a gas-phase ion, C12H14BrN2 (charge +1) from OMol25. Energies are from the ωB97M-V functional and the def2-TZVPD basis.

Atoms and positions in Å:
Br  3.26  -1.35  -0.66
N  -0.08  -1.70  0.57
N  2.34  -0.42  1.85
C  1.87  -0.11  0.44
C  -1.63  -0.45  -0.51
C  -0.42  0.28  -0.48
C  -2.36  -2.67  0.24
C  -3.60  -2.38  -0.29
C  0.51  -0.50  0.19
C  2.14  1.35  0.11
C  -3.87  -1.15  -0.91
C  -1.37  -1.70  0.12
C  -2.90  -0.18  -1.02
C  -0.09  1.62  -1.02
C  1.42  1.74  -1.19
H  3.21  1.53  0.01
H  -0.59  1.77  -1.98
H  -2.16  -3.62  0.71
H  0.41  -2.54  0.83
H  -0.46  2.40  -0.34
H  2.32  -1.44  2.01
H  1.75  1.09  -1.99
H  -4.86  -0.98  -1.30
H  3.32  -0.11  1.95
H  -4.39  -3.12  -0.22
H  1.75  1.97  0.92
H  -3.11  0.76  -1.50
H  1.75  0.05  2.54
H  1.70  2.76  -1.45

Values from the calculation:
SMILES string ... [NH3+][C@]1(Br)CCCc2c1[nH]c1ccccc21
LUMO level ... -4.0 eV
E_HOMO ... -11.467 eV
Net charge ... +1
Calculated total energy ... -3148.9797 hartree
F_max ... 1.42 eV Å⁻¹
Frontier orbital gap ... 0.274 Eh

---

Record 6
Here is a single C12H12 molecule from OMol25. Energies are from the ωB97M-V functional and the def2-TZVPD basis.

Atoms and positions in Å:
C  0.80  -2.69  1.89
C  2.26  -1.12  -1.11
C  -0.28  -0.90  -1.00
C  -1.65  3.01  0.17
C  -0.29  1.02  0.68
C  -2.21  2.23  -0.89
C  0.93  -1.64  -0.52
C  -0.64  0.30  -0.57
C  -1.72  1.03  -1.30
C  -0.74  2.41  0.95
C  0.82  -1.78  0.94
C  0.41  0.46  1.63
H  0.89  -3.81  1.56
H  0.51  0.62  2.66
H  0.66  -2.63  -1.00
H  -0.94  -1.34  -1.82
H  -3.04  2.72  -1.51
H  -0.25  2.78  1.78
H  -2.26  0.66  -2.09
H  3.12  -1.66  -0.93
H  0.76  -2.45  2.86
H  -1.88  3.97  0.54
H  2.42  -0.06  -0.76
H  2.32  -1.15  -2.16

Values from the calculation:
LUMO level (alpha / beta) ... 0.0 / 0.0 eV
E_HOMO (alpha / beta) ... -7.564 / -7.564 eV
Calculated total energy ... -464.2116 hartree
F_max ... 5.64 eV Å⁻¹
Frontier orbital gap (alpha / beta) ... 0.279 / 0.279 Eh

---

Record 7
Here is 2 unconnected molecules or ions with the total composition CH7NS2 from OMol25. Energies are from the ωB97M-V functional and the def2-TZVPD basis.

Atoms and positions in Å:
S  0.39  -0.84  -0.11
S  1.25  -2.54  0.67
N  -2.01  1.30  -1.07
C  1.49  0.43  0.70
H  1.13  0.55  1.72
H  2.49  0.05  0.54
H  1.35  1.36  0.14
H  -2.85  1.07  -1.61
H  0.08  -2.99  1.18
H  -1.92  0.62  -0.34
H  -1.39  0.99  -1.83

Values from the calculation:
LUMO level (alpha / beta) ... -5.3 / -8.9 eV
E_HOMO (alpha / beta) ... -13.944 / -13.939 eV
Net charge ... +1
Calculated total energy ... -893.0844 hartree
F_max ... 1.71 eV Å⁻¹
Frontier orbital gap (alpha / beta) ... 0.319 / 0.186 Eh
2S+1 ... 2

---

Record 8
Here is a molecular structure, C5H8N2 from OMol25. Energies are from the ωB97M-V functional and the def2-TZVPD basis.

Atoms and positions in Å:
N  1.37  -0.72  -0.18
N  -1.39  -0.43  2.00
C  2.42  -0.25  -0.27
C  3.54  0.53  -0.75
C  -1.86  -0.37  0.86
C  -2.84  0.41  -0.12
C  -1.84  -0.78  -0.53
H  -2.68  1.46  -0.30
H  3.62  1.70  -1.12
H  -1.53  0.42  2.62
H  -2.07  -1.81  -0.87
H  -0.99  -0.28  -1.06
H  4.47  -0.12  -0.88
H  -3.84  0.19  0.21
H  3.63  0.06  0.38

Values from the calculation:
LUMO level ... 0.4 eV
E_HOMO ... -8.225 eV
Calculated total energy ... -304.6015 hartree
F_max ... 4.88 eV Å⁻¹
Frontier orbital gap ... 0.316 Eh